{
  "formula": "C41H38CdClN6OPS3Se",
  "method": "wB97M-V/def2-TZVPD",
  "elements": ["Cd", "N", "C", "N", "C", "C", "S", "C", "C", "S", "C", "N", "N", "H", "H", "H", "H", "H", "H", "Cl", "C", "C", "C", "C", "C", "C", "P", "C", "C", "C", "C", "C", "C", "C", "C", "C", "C", "C", "C", "H", "H", "H", "H", "H", "H", "H", "H", "H", "H", "H", "H", "H", "H", "O", "S", "C", "C", "C", "C", "C", "C", "C", "C", "C", "C", "C", "C", "H", "H", "H", "H", "H", "H", "H", "H", "H", "H", "C", "N", "C", "C", "N", "C", "C", "Se", "H", "H", "H", "H", "H", "H", "H", "H"],
  "coordinates": [[-0.456, 0.205, 0.994], [2.606, -1.342, 2.199], [1.595, -2.234, 2.000], [0.402, -1.884, 1.589], [-0.437, -2.980, 1.460], [0.139, -4.167, 1.745], [1.777, -3.933, 2.231], [-1.819, -2.731, 1.032], [-2.807, -3.643, 0.896], [-4.231, -2.888, 0.294], [-3.400, -1.378, 0.259], [-2.173, -1.432, 0.698], [-3.984, -0.218, -0.177], [2.334, -0.403, 2.457], [3.426, -1.668, 2.683], [-0.285, -5.158, 1.686], [-2.780, -4.703, 1.097], [-4.863, -0.310, -0.662], [-3.345, 0.408, -0.646], [-1.889, 2.648, -0.155], [-0.657, 3.902, -0.137], [-1.111, 5.196, -0.343], [-0.202, 6.239, -0.346], [1.150, 5.988, -0.143], [1.581, 4.692, 0.066], [0.687, 3.615, 0.071], [1.365, 1.953, 0.351], [2.520, 2.224, 1.731], [3.867, 1.872, 1.694], [4.662, 2.047, 2.821], [4.121, 2.570, 3.986], [2.781, 2.935, 4.024], [1.984, 2.763, 2.904], [2.341, 1.565, -1.126], [2.348, 2.399, -2.241], [3.070, 2.045, -3.373], [3.790, 0.861, -3.400], [3.771, 0.015, -2.298], [3.040, 0.356, -1.172], [-2.167, 5.376, -0.496], [-0.553, 7.251, -0.505], [1.863, 6.801, -0.143], [2.634, 4.498, 0.235], [4.313, 1.488, 0.784], [5.712, 1.786, 2.779], [4.745, 2.708, 4.860], [2.356, 3.364, 4.923], [0.947, 3.081, 2.935], [1.799, 3.332, -2.235], [3.068, 2.700, -4.235], [4.363, 0.594, -4.280], [4.325, -0.915, -2.317], [3.002, -0.333, -0.334], [-0.524, -0.247, -1.334], [0.386, -1.294, -1.951], [0.600, -0.775, -3.642], [1.441, -1.518, -4.460], [1.634, -1.105, -5.767], [0.995, 0.038, -6.237], [0.163, 0.770, -5.403], [-0.036, 0.369, -4.087], [-0.627, -2.735, -2.202], [-1.911, -2.610, -2.716], [-2.672, -3.751, -2.893], [-2.148, -4.999, -2.561], [-0.865, -5.110, -2.047], [-0.095, -3.967, -1.858], [1.934, -2.410, -4.086], [2.280, -1.675, -6.423], [1.147, 0.356, -7.261], [-0.332, 1.658, -5.775], [-0.669, 0.931, -3.412], [-2.292, -1.630, -2.985], [-3.671, -3.678, -3.306], [-2.744, -5.889, -2.716], [-0.460, -6.083, -1.799], [0.908, -4.035, -1.448], [-4.199, 1.559, 2.800], [-3.762, 0.255, 3.288], [-4.590, -0.822, 3.534], [-3.817, -1.808, 4.034], [-2.525, -1.322, 4.088], [-1.390, -2.040, 4.658], [-2.500, -0.058, 3.629], [-1.004, 1.068, 3.489], [-5.222, 1.465, 2.447], [-3.556, 1.880, 1.987], [-4.152, 2.290, 3.604], [-5.648, -0.784, 3.342], [-4.068, -2.802, 4.366], [-1.553, -3.107, 4.526], [-1.296, -1.809, 5.717], [-0.485, -1.734, 4.144]],
  "forces_ev_per_a": [[0.01, -0.04, 0.06], [-0.11, -0.13, 0.03], [-0.01, 0.06, 0.02], [0.06, 0.02, -0.04], [-0.05, 0.12, -0.02], [-0.02, -0.09, 0.01], [0.04, -0.03, -0.01], [0.06, 0.05, -0.01], [-0.04, -0.08, 0.02], [0.00, -0.03, -0.04], [-0.01, 0.02, 0.03], [0.00, -0.03, 0.10], [0.01, -0.07, 0.02], [-0.01, 0.07, -0.03], [0.05, -0.02, -0.01], [0.03, 0.08, 0.02], [-0.01, 0.07, -0.01], [-0.01, -0.01, 0.01], [0.05, 0.03, -0.02], [0.09, 0.03, -0.07], [-0.08, 0.00, -0.03], [-0.03, -0.02, 0.01], [0.04, 0.03, 0.00], [-0.03, 0.03, -0.01], [0.01, 0.00, 0.03], [0.06, -0.02, 0.02], [-0.01, -0.01, -0.01], [0.01, 0.02, 0.00], [0.04, 0.01, -0.08], [0.01, -0.01, 0.01], [0.00, -0.01, 0.00], [-0.02, 0.02, 0.02], [0.03, -0.02, 0.03], [-0.07, 0.01, -0.08], [0.05, 0.02, 0.02], [-0.01, 0.01, -0.02], [0.02, 0.00, 0.00], [0.02, 0.04, 0.05], [-0.02, -0.02, -0.02], [0.03, 0.00, 0.00], [0.01, -0.03, 0.00], [-0.01, -0.01, 0.00], [-0.02, 0.01, 0.00], [-0.04, -0.01, 0.04], [-0.01, 0.01, 0.00], [-0.02, 0.00, -0.02], [0.02, -0.02, -0.02], [-0.01, -0.01, -0.01], [0.00, -0.02, 0.00], [0.01, -0.01, 0.01], [-0.03, 0.00, 0.02], [-0.01, 0.00, -0.01], [0.04, 0.04, 0.05], [0.03, 0.10, -0.05], [-0.04, -0.09, 0.03], [-0.01, 0.02, -0.01], [0.00, -0.03, 0.00], [-0.01, -0.03, -0.01], [0.00, 0.02, -0.01], [0.02, 0.01, -0.02], [-0.01, 0.00, -0.01], [0.00, -0.01, -0.01], [-0.01, -0.01, -0.02], [-0.03, 0.00, -0.01], [0.00, -0.01, -0.01], [0.01, -0.01, 0.01], [0.02, -0.01, 0.02], [-0.02, 0.04, -0.01], [-0.02, 0.02, 0.02], [-0.01, -0.01, 0.04], [0.01, -0.01, 0.01], [0.02, 0.00, 0.00], [0.00, -0.03, 0.00], [0.03, 0.00, 0.01], [0.01, 0.01, 0.00], [-0.01, 0.03, -0.01], [-0.04, 0.00, -0.03], [-0.01, -0.05, 0.02], [-0.02, 0.02, 0.02], [0.00, 0.06, -0.03], [0.05, -0.02, 0.02], [0.01, -0.02, 0.04], [-0.06, 0.01, -0.01], [-0.05, -0.02, -0.01], [-0.09, -0.11, -0.07], [0.01, 0.00, 0.00], [0.01, 0.00, -0.01], [0.00, 0.01, 0.02], [0.05, 0.00, 0.01], [0.02, 0.05, -0.01], [0.00, 0.01, -0.01], [0.00, 0.00, 0.01], [0.02, 0.02, -0.02]],
  "fmax_ha_per_bohr": 0.00334,
  "orbital_gap_ha": 0.309,
  "multiplicity": 1,
  "homo_ev": -12.84,
  "mol_weight_g_mol": 984.8,
  "e_above_lowest_kcal_mol": 0.0,
  "lumo_energy_ha": -0.162,
  "total_charge": 2
}